Model A:
9
Properties=species:S:1:pos:R:3:nbo_charge:R:1 method="wB97M-V/def2-TZVPD" spin_multiplicity=1 gap_ev=9.680 total_charge=+1
N 0.44 -0.11 -1.76 -0.88
O 0.34 1.05 -3.80 -0.38
N 0.30 0.05 1.09 -0.23
H 0.86 -0.95 -1.52 0.43
H -1.33 -0.05 3.91 0.51
N -0.47 -0.12 1.96 0.39
N -0.76 -0.40 3.05 -0.25
C 0.41 0.39 -2.86 0.94
H 0.20 0.14 -0.07 0.48


Model B:
9
Properties=species:S:1:pos:R:3:nbo_charge:R:1 method="wB97M-V/def2-TZVPD" spin_multiplicity=1 gap_ev=11.885 total_charge=+1
O 1.72 0.70 0.99 -0.38
N -2.21 1.24 -0.90 0.18
N 0.36 -0.99 -0.18 -0.88
N -0.41 1.30 0.51 -0.38
H 0.28 -1.59 0.65 0.44
H 1.30 -1.18 -0.55 0.45
N -1.36 1.19 -0.22 0.28
C 0.66 0.58 0.56 0.85
H -0.35 -1.25 -0.87 0.44


If we sort the structures by their calculated energies, the order from most to least stable is model B, model A.


Model A:
12
Properties=species:S:1:pos:R:3:nbo_charge:R:1 method="wB97M-V/def2-TZVPD" spin_multiplicity=1 smiles="Cn1c(Cl)csc1=O" gap_ev=9.210
S 1.99 1.60 1.68 0.33
C 0.76 2.39 0.70 -0.43
C -0.11 1.56 0.01 0.07
H -0.56 -1.01 -0.99 0.20
H 0.27 -1.83 0.22 0.23
C 1.62 -0.06 1.26 0.51
H 0.59 3.44 0.63 0.24
H -1.18 -0.97 0.54 0.19
Cl -1.24 1.79 -1.21 0.11
O 2.15 -1.10 1.49 -0.57
N 0.44 0.20 0.40 -0.46
C -0.27 -0.97 0.05 -0.42


Model B:
12
Properties=species:S:1:pos:R:3:nbo_charge:R:1 method="wB97M-V/def2-TZVPD" spin_multiplicity=1 gap_ev="7.730 / 7.354"
H 1.51 0.71 -0.70 0.25
H 1.95 -0.22 0.93 0.25
O 0.22 -3.19 0.58 -0.93
C -1.61 0.00 -0.63 -0.10
H 0.89 1.20 0.85 0.25
Cl -2.42 1.45 -0.47 0.10
N -1.49 -2.28 -0.99 -0.65
S 0.03 -2.24 -0.47 1.52
C 1.13 0.26 0.24 -0.74
C -2.19 -1.21 -1.15 0.01
C -0.04 -0.58 0.15 -0.17
H -3.18 -1.13 -1.69 0.22


If we sort the structures by their calculated energies, the order from most to least stable is model A, model B.


Model A:
25
Properties=species:S:1:pos:R:3:nbo_charge:R:1 method="wB97M-V/def2-TZVPD" spin_multiplicity=1 gap_ev=8.526 total_charge=+1
H 3.38 -1.26 0.52 0.21
C -0.08 1.42 0.08 -0.18
H -4.38 -0.74 0.24 0.25
C 2.10 -0.65 -1.16 -0.39
H 0.62 2.89 1.13 0.25
H -4.39 0.51 -1.14 0.25
C 1.34 -0.78 0.08 -0.01
H 0.56 3.50 -0.42 0.26
H 1.71 -2.38 1.38 0.45
H 1.83 0.22 -1.74 0.26
C 0.25 0.18 0.23 0.02
H -4.68 1.15 0.45 0.27
S -1.74 1.95 -0.12 0.36
C -4.13 0.33 -0.03 -0.67
H 1.37 -2.81 -0.16 0.45
H 1.93 2.32 0.04 0.23
C 0.90 2.56 0.10 -0.66
Cl -1.92 -2.37 0.07 -0.01
N 1.08 -2.11 0.56 -0.68
H 3.26 0.53 0.42 0.25
C 2.83 -0.39 0.17 -0.38
C -2.66 0.33 -0.04 -0.18
C -1.74 -0.62 0.12 -0.06
H 0.12 -2.20 0.91 0.48
H 2.44 -1.59 -1.69 0.23


Model B:
25
Properties=species:S:1:pos:R:3:nbo_charge:R:1 method="wB97M-V/def2-TZVPD" spin_multiplicity=1 gap_ev=6.339 total_charge=+1
H 0.32 2.08 2.19 0.22
H 1.22 2.72 -0.32 0.21
H 0.34 -0.54 -0.77 0.18
C -0.58 3.23 0.52 -0.38
H 0.26 1.43 -2.38 0.23
H -1.69 3.35 0.20 0.20
C -0.24 0.69 0.82 -0.18
H 0.36 -5.85 -1.85 0.28
H -0.29 -0.07 1.59 0.18
C -1.15 -3.62 0.16 0.20
H -1.50 1.82 1.89 0.22
H 0.01 3.73 -1.44 0.22
S 1.29 -4.35 -0.29 0.76
H -0.21 4.05 1.03 0.22
C 0.05 -5.26 -1.02 -0.32
H 0.36 -2.43 0.98 0.49
N 0.14 -3.36 0.48 -0.65
C -0.51 1.96 1.43 -0.46
C -0.20 1.60 -1.43 -0.46
C -0.06 0.48 -0.53 -0.21
H -1.30 1.73 -1.77 0.21
H -2.05 -5.17 -1.35 0.29
C 0.26 2.87 -0.72 -0.39
Cl -2.50 -2.78 0.61 0.23
C -1.15 -4.74 -0.74 -0.29


If we sort the structures by their calculated energies, the order from most to least stable is model B, model A.


Model A:
12
Properties=species:S:1:pos:R:3:nbo_charge:R:1 method="wB97M-V/def2-TZVPD" spin_multiplicity=1 smiles="S[C@@]1(Cl)CC=CS1" gap_ev=9.253
C 0.18 -1.13 -1.14 -0.35
H 0.49 -1.97 -1.60 0.22
S -2.23 -0.26 0.90 -0.01
H 1.52 -1.34 0.58 0.24
H 0.92 1.28 -0.03 0.24
H -3.22 0.13 0.05 0.14
C -1.10 0.78 -0.15 -0.27
C 0.24 0.66 0.41 -0.53
S -1.02 -0.01 -1.78 0.28
H 0.29 0.86 1.53 0.24
Cl -1.77 2.43 -0.28 0.00
C 0.82 -0.65 -0.06 -0.19


Model B:
12
Properties=species:S:1:pos:R:3:nbo_charge:R:1 method="wB97M-V/def2-TZVPD" spin_multiplicity=1 gap_ev=7.911
C 0.84 -0.77 0.69 -0.36
C -0.55 -0.99 0.16 -0.05
H -1.33 1.01 0.93 0.24
H 1.19 1.11 -0.85 0.27
H 1.13 1.62 0.97 0.22
H 0.91 -0.77 1.81 0.27
S -1.58 -2.26 -0.24 0.11
C 0.78 0.72 0.20 -0.43
S -1.19 1.65 -1.51 -0.12
H -1.52 -0.03 -2.58 0.16
Cl 2.11 -1.83 0.25 0.01
C -0.80 0.54 0.16 -0.32


If we sort the structures by their calculated energies, the order from most to least stable is model A, model B.


Model A:
14
Properties=species:S:1:pos:R:3:nbo_charge:R:1 method="wB97M-V/def2-TZVPD" spin_multiplicity=1 smiles="NC1=N[N@H+](N)CS1" gap_ev=9.553 total_charge=+1
H -1.04 0.28 -1.74 0.40
H -0.40 1.55 1.51 0.24
S 1.21 1.35 -0.11 0.36
H -2.20 -0.93 -1.05 0.41
N -1.07 0.02 0.37 -0.09
H 3.05 -0.86 -0.48 0.42
N 2.18 -1.34 -0.24 -0.74
N -0.11 -0.93 0.67 -0.44
H -1.07 2.14 0.07 0.26
C 1.22 -0.44 0.05 0.30
H -1.84 0.03 1.08 0.45
H 2.31 -2.22 0.27 0.46
N -1.73 -0.01 -0.90 -0.67
C -0.50 1.37 0.48 -0.35


Model B:
14
Properties=species:S:1:pos:R:3:nbo_charge:R:1 method="wB97M-V/def2-TZVPD" spin_multiplicity=1 gap_ev=9.295 total_charge=+1
N 3.58 0.37 0.38 -0.42
N 2.48 0.15 0.21 0.30
H -1.72 2.26 0.52 0.40
H -0.91 2.69 -0.82 0.44
C -1.13 -1.91 0.29 -0.68
H -1.54 -2.55 1.06 0.25
C -1.16 0.71 -0.28 0.03
H -0.14 -1.70 0.68 0.25
H -0.77 0.35 -1.63 0.29
H -1.08 -2.26 -0.74 0.25
N -1.21 1.98 -0.23 -0.67
H 4.31 0.02 -0.21 0.41
N 1.33 0.21 0.07 -0.25
S -2.05 -0.32 0.70 0.40


If we sort the structures by their calculated energies, the order from most to least stable is model A, model B.